Record 1
{"formula": "C37H56FN17O6S", "method": "ωB97M-V with the def2-TZVPD basis set", "species": ["O", "C", "O", "C", "C", "N", "C", "C", "O", "O", "S", "O", "O", "F", "H", "H", "H", "H", "H", "H", "H", "H", "C", "C", "N", "H", "H", "H", "C", "C", "N", "H", "H", "H", "C", "C", "N", "H", "H", "H", "C", "C", "N", "H", "H", "H", "C", "C", "N", "H", "H", "H", "C", "C", "N", "H", "H", "H", "C", "C", "N", "H", "H", "H", "C", "C", "N", "H", "H", "H", "C", "C", "N", "H", "H", "H", "C", "C", "N", "H", "H", "H", "C", "C", "N", "H", "H", "H", "C", "C", "N", "H", "H", "H", "C", "C", "N", "H", "H", "H", "C", "C", "N", "H", "H", "H", "C", "C", "N", "H", "H", "H", "C", "C", "N", "H", "H", "H"], "xyz": [[4.790, 1.342, 1.290], [4.217, 2.099, 0.488], [3.029, 1.729, -0.206], [1.870, 1.825, 0.696], [0.936, 0.559, 0.391], [-0.533, 0.869, 0.287], [-1.030, 1.723, 1.404], [-2.618, 1.933, 1.174], [-3.471, 1.681, 2.033], [-2.970, 2.425, -0.130], [-1.311, -0.696, 0.426], [-2.556, -0.799, -0.392], [-1.596, -1.058, 1.856], [-0.279, -1.907, -0.155], [4.638, 3.145, 0.244], [2.238, 1.700, 1.781], [1.372, 2.836, 0.554], [1.253, 0.138, -0.635], [1.184, -0.274, 1.144], [-0.805, 1.305, 2.450], [-0.595, 2.785, 1.402], [-3.268, 1.660, -0.685], [-3.600, 4.659, 3.639], [-2.135, 4.680, 3.953], [-0.985, 4.697, 4.195], [-3.840, 3.777, 3.045], [-4.178, 4.632, 4.564], [-3.871, 5.550, 3.077], [-6.629, 3.338, -0.326], [-5.982, 4.194, 0.715], [-5.473, 4.860, 1.538], [-7.539, 2.891, 0.076], [-6.884, 3.941, -1.198], [-5.947, 2.544, -0.628], [6.928, -0.760, 0.827], [7.774, -1.596, 1.734], [8.434, -2.253, 2.451], [6.031, -1.314, 0.546], [6.633, 0.159, 1.333], [7.488, -0.507, -0.074], [-6.549, -0.399, 1.887], [-7.432, 0.148, 0.808], [-8.123, 0.578, -0.041], [-7.012, -1.279, 2.334], [-5.581, -0.679, 1.469], [-6.398, 0.355, 2.661], [-0.012, -2.400, 5.122], [0.429, -1.155, 4.418], [0.781, -0.174, 3.873], [-0.351, -2.155, 6.129], [-0.832, -2.864, 4.572], [0.819, -3.103, 5.186], [3.619, 1.102, -4.124], [2.988, 0.286, -3.040], [2.493, -0.360, -2.193], [4.003, 0.448, -4.900], [2.880, 1.775, -4.560], [4.440, 1.691, -3.715], [-4.096, 8.148, 1.170], [-3.664, 9.392, 0.460], [-3.324, 10.369, -0.098], [-4.431, 8.394, 2.179], [-4.916, 7.677, 0.628], [-3.262, 7.448, 1.233], [-5.036, 12.958, -0.933], [-4.604, 14.202, -1.644], [-4.264, 15.179, -2.203], [-5.372, 13.204, 0.075], [-5.857, 12.487, -1.476], [-4.203, 12.257, -0.870], [7.452, -5.511, 1.304], [6.628, -4.874, 0.229], [5.988, -4.373, -0.621], [6.953, -6.404, 1.683], [8.428, -5.792, 0.904], [7.593, -4.805, 2.124], [-7.289, -4.559, 2.247], [-6.642, -3.697, 3.287], [-6.134, -3.019, 4.102], [-8.196, -5.010, 2.651], [-7.549, -3.957, 1.375], [-6.603, -5.350, 1.942], [5.696, -0.981, -7.648], [5.392, 0.305, -6.945], [5.153, 1.315, -6.392], [4.769, -1.450, -7.982], [6.331, -0.789, -8.514], [6.214, -1.660, -6.969], [2.642, -5.049, -0.670], [1.712, -6.118, -0.187], [0.983, -6.958, 0.192], [3.479, -4.945, 0.021], [3.027, -5.308, -1.657], [2.112, -4.097, -0.733], [-6.715, -5.490, -1.769], [-7.334, -6.323, -0.690], [-7.820, -6.978, 0.157], [-6.306, -6.136, -2.546], [-7.469, -4.835, -2.209], [-5.912, -4.881, -1.352], [8.078, 4.004, -1.293], [6.686, 4.444, -0.967], [5.592, 4.791, -0.710], [8.757, 4.298, -0.491], [8.107, 2.919, -1.405], [8.404, 4.468, -2.225], [3.140, -4.672, -4.073], [3.199, -3.986, -5.402], [3.246, -3.446, -6.445], [2.269, -5.329, -4.033], [4.042, -5.267, -3.922], [3.064, -3.931, -3.277], [1.613, -10.142, 1.246], [2.251, -11.000, 2.294], [2.752, -11.673, 3.116], [0.529, -10.155, 1.365], [1.968, -9.115, 1.339], [1.867, -10.517, 0.254]], "mulliken_charge": [-0.5570, 0.2735, -0.2208, -0.3881, -0.3367, -0.0355, -0.2071, 0.2961, -0.5816, -0.4965, 1.1601, -0.6271, -0.5054, -0.2565, 0.3865, 0.4284, 0.1929, 0.3134, 0.2629, 0.0564, 0.5323, 0.3924, 0.1778, 0.3447, -0.4865, -0.2385, 0.3082, -0.0283, -0.8375, 0.4820, -0.4732, 0.2832, 0.3634, 0.1704, -0.5450, 0.2867, -0.4748, 0.2247, 0.2464, 0.2848, -0.3561, 0.4075, -0.5437, 0.0581, 0.1215, 0.2687, -0.8784, 0.4641, -0.4452, 0.2962, 0.2701, 0.3010, -0.5595, 0.4264, -0.6696, -0.0355, 0.3070, 0.2853, -0.6551, 0.2642, -0.4678, 0.2888, 0.2464, 0.2304, -0.4637, 0.2704, -0.3942, 0.2525, 0.2551, 0.1511, -0.7401, 0.4268, -0.4649, 0.2918, 0.2695, 0.2489, -0.6581, 0.3067, -0.4599, 0.3103, 0.2768, 0.2567, -0.7666, 0.4938, -0.5041, 0.2553, 0.3285, 0.2615, -0.0609, 0.2810, -0.4608, 0.1621, -0.1527, 0.2132, -0.7353, 0.3877, -0.4346, 0.3175, 0.2698, 0.2335, -0.7165, 0.4246, -0.5247, 0.2939, 0.2246, 0.2806, -0.5602, 0.2625, -0.4347, 0.3191, 0.3217, 0.1006, -0.5635, 0.2717, -0.3794, 0.2650, 0.1333, 0.2609], "lumo_ev": -0.5, "total_charge": 0}

Record 2
{"formula": "C37H56FN3O2Ti", "method": "ωB97M-V with the def2-TZVPD basis set", "species": ["Ti", "C", "C", "C", "C", "C", "C", "C", "C", "C", "C", "C", "C", "C", "C", "C", "C", "C", "H", "H", "H", "H", "H", "H", "H", "H", "H", "H", "H", "H", "H", "H", "H", "H", "H", "H", "H", "H", "H", "H", "H", "H", "H", "H", "H", "H", "H", "C", "O", "C", "O", "N", "N", "H", "H", "H", "H", "H", "H", "C", "C", "C", "C", "C", "C", "C", "C", "C", "C", "C", "C", "N", "C", "C", "C", "C", "C", "C", "F", "H", "H", "H", "H", "H", "H", "H", "H", "H", "H", "H", "H", "H", "H", "H", "H", "H", "H", "H", "H", "H"], "xyz": [[0.068, -0.237, 0.210], [-0.199, -1.751, -1.449], [-1.334, -1.979, -0.632], [-0.826, -2.415, 0.666], [0.584, -2.523, 0.528], [0.995, -2.100, -0.750], [2.395, -2.056, -1.325], [2.620, -0.716, -2.037], [3.447, -2.243, -0.233], [2.503, -3.204, -2.341], [-1.477, -2.934, 1.962], [-1.500, -4.471, 1.843], [-2.880, -2.420, 2.306], [-0.608, -2.572, 3.180], [-2.757, -1.922, -1.204], [-3.603, -0.792, -0.605], [-2.696, -1.680, -2.717], [-3.427, -3.296, -1.036], [-0.237, -1.379, -2.463], [1.263, -2.809, 1.314], [2.525, 0.138, -1.355], [1.928, -0.567, -2.867], [3.632, -0.679, -2.443], [3.415, -1.443, 0.511], [4.439, -2.241, -0.683], [3.326, -3.198, 0.281], [1.765, -3.099, -3.138], [2.353, -4.170, -1.858], [3.495, -3.200, -2.795], [-2.104, -4.808, 1.005], [-1.917, -4.901, 2.755], [-0.492, -4.867, 1.711], [-3.630, -2.619, 1.550], [-2.878, -1.352, 2.521], [-3.205, -2.930, 3.213], [0.400, -2.983, 3.136], [-1.076, -2.986, 4.073], [-0.557, -1.488, 3.301], [-3.179, 0.183, -0.872], [-3.694, -0.847, 0.475], [-4.607, -0.833, -1.028], [-2.272, -0.708, -2.959], [-3.711, -1.700, -3.114], [-2.125, -2.455, -3.230], [-3.591, -3.589, -0.007], [-2.826, -4.071, -1.516], [-4.397, -3.275, -1.532], [3.782, -0.477, 4.148], [2.970, -0.544, 2.953], [1.765, -0.043, 2.918], [1.153, -0.114, 1.831], [1.227, 0.504, 4.007], [-0.070, 1.027, 3.958], [4.718, -0.953, 3.880], [3.309, -1.031, 4.958], [3.965, 0.562, 4.421], [1.770, 0.566, 4.856], [-0.038, 2.032, 4.100], [-0.630, 0.598, 4.686], [-0.669, 0.710, -4.402], [-0.913, 1.512, -3.120], [-2.025, 2.541, -3.349], [0.354, 2.191, -2.631], [1.141, 2.853, -3.565], [2.280, 3.535, -3.187], [2.636, 3.570, -1.853], [1.886, 2.937, -0.865], [2.481, 3.064, 0.536], [1.528, 3.235, 1.715], [3.506, 1.948, 0.764], [0.736, 2.229, -1.274], [-0.126, 1.570, -0.311], [-1.137, 2.340, 0.300], [-1.391, 3.696, 0.105], [-2.415, 4.306, 0.815], [-3.194, 3.595, 1.720], [-2.961, 2.240, 1.931], [-1.938, 1.693, 1.209], [-1.625, 0.316, 1.326], [-1.577, 0.196, -4.714], [0.126, -0.030, -4.279], [-0.385, 1.358, -5.229], [-1.252, 0.825, -2.340], [-1.726, 3.261, -4.111], [-2.261, 3.093, -2.438], [-2.935, 2.047, -3.692], [0.852, 2.845, -4.607], [2.881, 4.048, -3.925], [3.523, 4.118, -1.557], [3.056, 3.992, 0.500], [0.900, 2.363, 1.885], [0.877, 4.097, 1.575], [2.120, 3.417, 2.617], [3.052, 0.957, 0.715], [3.986, 2.059, 1.739], [4.287, 1.984, 0.005], [-0.790, 4.255, -0.601], [-2.611, 5.357, 0.657], [-3.991, 4.088, 2.257], [-3.555, 1.646, 2.611]], "mulliken_charge": [0.8372, -1.0001, 1.0381, 1.7035, -1.0285, 0.3809, 1.7766, -1.7049, -1.7838, -1.7681, 1.2492, -1.5187, -1.7807, -1.9827, 1.7997, -1.4450, -2.0125, -1.7943, 0.9793, 0.6460, 0.1966, 0.1271, 0.6301, 0.1834, 0.4551, 0.3836, 0.3653, 0.3713, 0.4597, 0.2668, 0.4759, 0.3537, 0.2205, 0.1520, 0.6528, 0.3710, 0.6524, 0.1190, -0.0482, 0.0237, 0.6808, 0.1221, 0.5194, 0.3617, 0.3061, 0.3446, 0.4967, -1.0213, -0.1728, -0.2107, -0.0562, 0.0413, -0.4870, 0.2609, 0.3614, 0.4081, 0.2097, 0.2878, 0.2773, -1.6334, 2.4391, -1.6854, 0.4873, -0.4372, -1.5758, -0.6597, 0.6432, 0.3984, -1.1176, -1.1791, -0.8795, 1.9297, -0.1796, -0.7902, -0.9558, -0.8704, -1.3406, 0.1011, 1.4305, 0.4343, 0.2014, 0.6013, -1.6976, 0.3986, 0.3358, 0.3841, 0.4336, 0.3938, 0.5170, 0.7399, -0.6538, 0.4126, 0.4987, -0.1203, 0.5200, 0.4422, 0.6662, 0.5047, 0.4987, 0.6305], "lumo_ev": -6.8, "total_charge": 2, "relative_energy_ev": 0.349}